(1)
This record from the Open Molecules 2025 dataset describes a molecular structure, C9H6N2. The level of theory is wB97M-V/def2-TZVPD.

The largest force on an atom is 5.11 eV/Å. The HOMO-LUMO gap (alpha / beta) comes out at 7.844 / 7.382 eV.

XYZ file:
```
17
C9H6N2 wB97M-V/def2-TZVPD
C -3.13421 0.13833 -0.28582
C -1.67886 2.27160 1.41970
C 0.56856 0.28771 -0.97254
C -0.66102 -0.52085 -0.82093
C 0.42938 1.09691 0.35342
C -0.59887 -1.07626 0.57594
C -0.04297 0.07010 1.33514
C -1.81044 0.33435 -0.28602
C -1.02339 1.15677 0.82387
N -4.26602 -0.01468 -0.22626
N -2.07392 3.11834 2.10293
H 1.31089 -0.44801 -0.94882
H 0.65514 0.88340 -1.87490
H -0.99508 -1.23281 -1.52793
H 1.07362 1.79481 0.75834
H -1.30376 -1.72234 1.07400
H 0.28306 -0.04866 2.38898
```

***

(2)
This record from the Open Molecules 2025 dataset describes a molecular structure, C17H41As3MnO3. The level of theory is wB97M-V/def2-TZVPD.

The largest force on an atom is 0.64 eV/Å. The expectation value of S² is 8.755. The HOMO-LUMO gap (alpha / beta) comes out at 7.889 / 7.096 eV. Its total charge is +2. Its multiplicity is 6.

XYZ file:
```
65
C17H41As3MnO3 wB97M-V/def2-TZVPD
Mn -0.04490 -0.30564 0.27103
C -2.29385 -0.96851 -2.03971
O -1.03031 -0.34235 -1.74830
C -0.21427 -0.20690 -2.92103
C 0.99655 0.58123 -2.51021
O 1.53634 0.05232 -1.28547
C 2.43693 -1.06546 -1.38697
C 1.72169 -2.37302 -1.16552
O 0.91554 -2.22748 0.01663
C 0.29829 -3.46496 0.42708
H -2.79310 -0.42524 -2.84036
H -2.90042 -0.92474 -1.14285
H -2.13841 -2.00632 -2.33641
H -0.76276 0.33042 -3.69703
H 0.03682 -1.19868 -3.30389
H 0.72872 1.61254 -2.28724
H 1.75377 0.58182 -3.29429
H 3.19057 -0.91371 -0.61922
H 2.93254 -1.06835 -2.35859
H 2.45859 -3.16355 -1.00729
H 1.07854 -2.66123 -1.99907
H 1.06822 -4.18055 0.71124
H -0.30346 -3.86896 -0.38788
H -0.33163 -3.25096 1.28709
C 1.97251 2.15667 2.97187
As 1.50070 0.44065 2.21989
C 3.27440 -0.33812 2.08001
C 0.86240 -0.62623 3.73906
C -0.52582 -0.38386 4.36879
C -0.78875 1.11487 4.52371
C -1.64690 -1.06261 3.57588
As -2.14949 -0.44924 1.78815
C -3.27006 1.09173 2.09860
C -3.50312 -1.78383 1.40641
C -0.44560 -1.05355 5.76453
As -1.90544 -1.37580 7.09002
C -2.94519 -2.76704 6.16969
C -3.16417 0.10777 6.82238
H 2.35641 1.97861 3.97476
H 1.12672 2.83515 3.01090
H 2.75479 2.58919 2.35116
H 3.73927 -0.29390 3.06376
H 3.87536 0.23637 1.37728
H 3.21702 -1.37618 1.75924
H 1.63137 -0.45985 4.49750
H 0.96092 -1.67180 3.42983
H -0.79660 1.63318 3.56017
H -0.01753 1.58232 5.13838
H -1.74832 1.30092 4.99970
H -2.58008 -0.96755 4.12707
H -1.45070 -2.13448 3.47933
H -3.95031 0.83656 2.90987
H -3.83855 1.30262 1.19493
H -2.68562 1.96605 2.36831
H -4.05398 -1.97064 2.32717
H -3.05747 -2.71375 1.05907
H -4.19169 -1.40780 0.65268
H 0.29430 -0.49634 6.34538
H -0.02620 -2.05949 5.65031
H -2.27921 -3.57048 5.85239
H -3.52597 -2.41426 5.31856
H -3.63581 -3.18186 6.90304
H -2.71602 1.04800 7.14027
H -4.00341 -0.09711 7.48698
H -3.55442 0.20783 5.80933
```

***

For the records above, the corresponding energy relative to the best compared isomer or geometry (same formula, charge and spin) values read 4.028, 0.914 eV.
For the records above, the corresponding DFT total energy values read -12405.1740, -238257.9130 eV.